Below is one molecule with the formula C4H7NO2, with properties calculated with ωB97M-V/def2-TZVPD.

Geometry as XYZ:
```
14
Properties=species:S:1:pos:R:3:forces:R:3:lowdin_charge:R:1
C -0.68295 -0.83934 0.16158 -0.9 2.5 -2.9 -0.249
C 0.51950 -0.09050 -0.21985 3.0 -2.0 2.0 -0.304
C 0.71065 1.33042 0.15278 0.1 -0.1 -0.3 -0.208
C 1.57866 -0.83675 -0.62493 -0.6 1.3 0.0 0.085
O -1.23852 -0.52100 1.36317 -0.2 -0.1 -0.5 0.049
O -1.32329 -0.12065 -1.22220 -1.2 -1.8 1.3 -0.095
N -0.05024 2.10212 0.79711 -0.3 0.4 0.1 0.116
H -2.01228 -1.07515 1.52706 0.1 0.0 0.0 0.125
H -1.58921 0.79815 -1.07367 0.1 -0.2 0.5 0.054
H -0.66744 -1.90223 -0.08879 -0.3 0.3 -0.1 0.151
H -0.92765 1.66799 1.08275 0.2 -0.1 0.0 0.042
H 1.65916 1.74901 -0.18389 0.1 -0.1 0.0 0.108
H 2.54078 -0.38001 -0.79907 0.1 0.1 -0.3 0.060
H 1.48283 -1.88204 -0.87205 0.0 -0.2 0.2 0.064
```
Positions in Å, forces in eV/Å.

Summary:
Energy: -9843.84445 eV
SMILES string: [H]/N=C\C(=C)C(O)O
Relative energy (zero: lowest compared OMol25 entry of this formula, charge and spin): 79.2 kcal per mole
HOMO-LUMO gap: 9.53 eV
Total charge: 0